# 1
{
  "formula": "H3NO3",
  "method": "the ωB97M-V functional and the def2-TZVPD basis",
  "largest_force_ha_per_bohr": 0.074,
  "lumo_ev": -1.50,
  "molar_mass_g_mol": 65.0,
  "e_homo_ev": -10.59,
  "e_tot_ev": -7674.308,
  "total_charge": 0,
  "species": ["N", "O", "O", "O", "H", "H", "H"],
  "positions_angstrom": [[-1.1526, -0.2804, 0.0784], [-0.1452, 1.1862, 1.3135], [-0.7630, 0.0821, 1.2508], [1.3301, 0.0366, -0.6881], [1.8608, -0.4077, -1.3517], [-1.5786, -1.2034, 0.2091], [0.4484, 0.5866, -0.8120]],
  "forces_ev_per_a": [[0.30, 0.92, 1.24], [-0.18, 0.12, -0.01], [-0.70, -1.03, -1.41], [-1.58, 1.42, 1.39], [-1.02, 0.58, -0.80], [0.07, 0.01, 0.47], [3.12, -2.02, -0.88]],
  "lowdin_charge": [0.13, -0.04, -0.15, -0.14, 0.03, 0.10, 0.07]
}


# 2
{
  "formula": "C4H12NO2",
  "method": "the ωB97M-V functional and the def2-TZVPD basis",
  "largest_force_ha_per_bohr": 0.027,
  "lumo_ev": 4.10,
  "molar_mass_g_mol": 106.1,
  "e_homo_ev": -3.91,
  "e_tot_ev": -9927.687,
  "total_charge": -1,
  "species": ["C", "N", "C", "O", "C", "C", "H", "H", "H", "H", "H", "H", "H", "H", "H", "H", "H", "H", "O"],
  "positions_angstrom": [[-0.1636, -1.1240, -0.5901], [0.4767, -1.1546, 0.7346], [1.8970, -0.8002, 0.6699], [2.1887, 0.5288, 0.5038], [-1.5988, -0.5650, -0.6813], [-1.6703, 0.9422, -0.8706], [0.4020, -0.5984, -1.3651], [-0.2407, -2.1560, -0.9337], [0.0380, -0.4379, 1.3123], [2.3789, -1.1025, 1.6262], [2.3170, -1.4227, -0.1473], [-2.2235, -0.9159, 0.1452], [-1.9726, -1.0457, -1.5930], [-1.1366, 1.1292, -1.7877], [-2.6826, 1.3385, -1.0064], [-1.0969, 1.4737, -0.1155], [0.8444, 2.1432, 2.1283], [1.5379, 1.4287, 0.7893], [0.7049, 2.3386, 1.1809]],
  "forces_ev_per_a": [[-0.56, -0.26, 0.10], [-0.44, 0.56, -0.21], [0.24, 0.56, 0.72], [0.90, -0.12, -1.07], [0.16, -0.34, -0.12], [0.34, -0.19, -0.07], [0.38, 0.22, 0.24], [0.13, -0.27, -0.07], [0.08, -0.02, -0.11], [-0.30, -0.50, -0.22], [0.06, 0.15, 0.16], [0.10, -0.04, 0.09], [-0.38, 0.05, 0.09], [0.20, 0.35, -0.57], [0.07, -0.12, 0.30], [-0.17, 0.21, 0.38], [-0.26, 0.40, -0.54], [-1.07, -0.06, 0.23], [0.51, -0.56, 0.67]],
  "lowdin_charge": [-0.27, -0.06, -0.42, -0.21, -0.27, -0.12, 0.11, 0.09, 0.09, 0.09, 0.10, 0.10, 0.09, 0.06, 0.06, 0.04, -0.06, -0.03, -0.38]
}


# 3
{
  "formula": "C41H54N5O3S2V",
  "method": "the ωB97M-V functional and the def2-TZVPD basis",
  "largest_force_ha_per_bohr": 0.027,
  "lumo_ev": [-2.37, -2.37],
  "multiplicity": 4,
  "molar_mass_g_mol": 780.0,
  "e_homo_ev": [-8.87, -9.25],
  "e_tot_ev": -104338.214,
  "total_charge": 1,
  "species": ["V", "C", "N", "C", "C", "C", "C", "C", "C", "C", "N", "C", "C", "C", "C", "C", "C", "N", "C", "C", "H", "H", "H", "H", "H", "H", "H", "H", "H", "H", "H", "H", "H", "H", "H", "H", "H", "H", "H", "H", "O", "S", "C", "C", "C", "C", "H", "H", "H", "H", "H", "H", "H", "H", "C", "C", "C", "N", "C", "S", "N", "C", "O", "C", "C", "C", "C", "C", "C", "H", "H", "H", "H", "H", "H", "H", "H", "H", "H", "H", "H", "H", "H", "C", "C", "C", "C", "C", "C", "C", "O", "C", "C", "C", "H", "H", "H", "H", "H", "H", "H", "H", "H", "H", "H", "H"],
  "positions_angstrom": [[0.4053, -0.0332, -0.0964], [2.6353, -0.5270, 1.9166], [2.0507, -1.2205, 0.7537], [3.0977, -1.5105, -0.2460], [1.3442, -2.4610, 1.1055], [1.7792, -3.3030, 2.1135], [1.1005, -4.4899, 2.3726], [0.0033, -4.8309, 1.5961], [-0.4238, -4.0051, 0.5659], [0.2375, -2.8066, 0.2946], [-0.1039, -1.8746, -0.6739], [-0.3646, -2.0954, -2.0002], [-0.5928, -3.3333, -2.6231], [-0.8279, -3.4141, -3.9842], [-0.8551, -2.2783, -4.7833], [-0.6151, -1.0463, -4.1949], [-0.3573, -0.9572, -2.8391], [-0.0866, 0.3502, -2.2141], [0.9496, 1.1326, -2.9161], [-1.3205, 1.1138, -2.0066], [3.4276, -1.1102, 2.3947], [3.0646, 0.4154, 1.5763], [1.8489, -0.3263, 2.6355], [3.8775, -2.1471, 0.1829], [2.6480, -2.0229, -1.0952], [3.5460, -0.5744, -0.5827], [2.6415, -3.0507, 2.7177], [1.4299, -5.1284, 3.1805], [-0.5331, -5.7487, 1.7986], [-1.3027, -4.2654, -0.0073], [-0.5717, -4.2378, -2.0333], [-0.9971, -4.3860, -4.4296], [-1.0523, -2.3496, -5.8431], [-0.6191, -0.1506, -4.8052], [0.6018, 1.4947, -3.8863], [1.2357, 1.9884, -2.3025], [1.8205, 0.4990, -3.0689], [-1.4210, 1.9713, -2.6714], [-2.1838, 0.4605, -2.0885], [-0.5445, 2.0857, -0.3216], [0.9026, 2.0283, 0.5157], [1.1356, 2.7082, 1.8858], [1.9728, 4.2731, 1.4881], [0.9525, 5.4038, 1.5820], [-0.0531, 4.9869, 2.6531], [-0.3988, 3.5258, 2.3882], [2.4316, 4.1387, 0.5097], [2.7638, 4.3771, 2.2322], [0.4480, 5.5389, 0.6267], [1.4470, 6.3423, 1.8295], [-0.9618, 5.5873, 2.6094], [0.3766, 5.1155, 3.6492], [-1.1153, 3.3855, 1.5580], [-0.7886, 2.9841, 3.2456], [-1.1821, 0.3509, 9.0054], [-0.7732, 0.8221, 7.6164], [-1.1242, -0.2159, 6.5633], [-0.8720, 0.2824, 5.2083], [-0.4063, -0.3853, 4.1518], [-0.8457, 0.1146, 2.6016], [0.3723, -1.4893, 4.3479], [1.3443, -1.7745, 5.3294], [1.7035, -2.9163, 5.4674], [1.9649, -0.6488, 6.0864], [2.3915, -0.9123, 7.3845], [3.0264, 0.0752, 8.1197], [3.2665, 1.3175, 7.5477], [2.8654, 1.5735, 6.2431], [2.2051, 0.5970, 5.5145], [-0.9235, 1.0920, 9.7600], [-0.6735, -0.5795, 9.2658], [-2.2568, 0.1732, 9.0648], [0.2995, 1.0212, 7.5857], [-1.2783, 1.7624, 7.3741], [-2.1837, -0.4804, 6.6349], [-0.5603, -1.1315, 6.7231], [-1.4033, 1.1005, 4.9489], [0.3615, -2.1717, 3.5954], [2.2225, -1.8961, 7.8027], [3.3459, -0.1268, 9.1330], [3.7741, 2.0850, 8.1169], [3.0676, 2.5375, 5.7943], [1.8909, 0.8109, 4.5002], [-4.8453, 5.6505, -4.4314], [-4.2466, 4.8345, -3.3195], [-2.9068, 4.9417, -2.9811], [-2.3588, 4.2063, -1.9366], [-0.9200, 4.4378, -1.5638], [-3.1462, 3.2858, -1.2215], [-2.6132, 2.5634, -0.0482], [-1.3489, 1.5836, -0.6313], [-4.5136, 3.1738, -1.5621], [-5.4332, 2.2338, -0.8270], [-5.0332, 3.9552, -2.5824], [-4.0875, 6.2483, -4.9358], [-5.6102, 6.3282, -4.0492], [-5.3212, 5.0092, -5.1748], [-2.2751, 5.6380, -3.5232], [-0.6525, 5.4870, -1.6985], [-0.2200, 3.8577, -2.1747], [-0.7655, 4.1731, -0.5173], [-3.2647, 1.7385, 0.2340], [-5.5614, 2.5287, 0.2163], [-5.0501, 1.2111, -0.8273], [-6.4165, 2.2225, -1.2938], [-6.0861, 3.8614, -2.8272]],
  "forces_ev_per_a": [[-0.18, 0.40, 1.30], [0.14, -0.20, -0.20], [-0.13, -0.03, 0.08], [-0.01, -0.01, -0.06], [0.03, -0.09, -0.17], [-0.02, -0.02, 0.04], [-0.02, 0.01, 0.02], [0.01, 0.00, 0.01], [-0.02, 0.03, 0.06], [0.23, -0.08, -0.24], [-0.07, 0.17, 0.08], [0.02, -0.05, -0.02], [0.02, 0.00, 0.03], [0.00, 0.03, -0.03], [-0.01, -0.03, 0.00], [0.01, 0.02, 0.00], [-0.09, 0.02, -0.02], [-0.05, -0.15, 0.01], [0.01, 0.02, -0.01], [0.05, -0.05, -0.08], [0.02, 0.00, -0.04], [0.01, 0.00, 0.00], [0.01, 0.04, 0.01], [0.00, 0.00, 0.00], [0.00, 0.01, 0.00], [0.00, 0.00, 0.00], [0.01, 0.01, -0.01], [-0.01, 0.00, -0.01], [0.00, 0.00, 0.00], [0.00, 0.00, 0.00], [0.01, 0.00, -0.01], [0.00, 0.00, 0.00], [0.00, 0.00, 0.00], [0.00, 0.00, 0.00], [0.01, 0.00, 0.00], [0.00, 0.01, -0.01], [0.00, 0.00, 0.01], [0.06, -0.06, -0.08], [-0.02, 0.03, -0.02], [-0.06, 0.16, -0.38], [-0.03, 0.17, -0.09], [0.08, -0.06, -0.05], [0.04, -0.02, 0.05], [-0.02, 0.00, -0.01], [-0.04, 0.03, -0.03], [0.06, 0.01, -0.03], [0.00, -0.02, 0.00], [0.00, 0.01, 0.00], [0.00, -0.02, -0.01], [-0.01, 0.01, -0.01], [0.01, 0.01, 0.02], [0.01, -0.02, 0.00], [-0.02, -0.03, 0.01], [0.01, 0.01, 0.02], [0.03, 0.00, 0.00], [0.02, -0.01, 0.02], [0.04, -0.01, 0.02], [-0.01, -0.11, -0.05], [-0.17, 0.12, 0.06], [-0.08, -0.01, -0.35], [0.10, -0.06, 0.01], [0.03, 0.02, 0.00], [-0.02, -0.01, 0.00], [0.01, 0.00, -0.01], [0.00, -0.01, 0.00], [0.00, 0.00, 0.00], [-0.01, 0.00, 0.00], [-0.01, 0.02, 0.01], [-0.03, -0.01, 0.01], [0.00, 0.00, 0.00], [0.00, 0.00, 0.00], [-0.01, 0.00, 0.00], [0.01, 0.01, -0.03], [-0.02, -0.01, 0.01], [0.00, 0.02, -0.02], [-0.01, 0.00, 0.01], [-0.03, 0.00, -0.02], [-0.02, -0.01, -0.01], [0.00, 0.00, 0.00], [0.00, 0.00, 0.00], [0.00, 0.00, 0.00], [0.00, 0.00, 0.00], [0.00, -0.01, -0.01], [0.01, -0.01, 0.00], [0.01, 0.02, -0.02], [-0.03, 0.00, 0.00], [-0.03, 0.01, 0.06], [0.02, 0.07, 0.00], [-0.04, 0.00, 0.05], [-0.06, 0.14, -0.01], [0.21, -0.30, 0.15], [0.02, -0.04, -0.04], [0.00, 0.01, 0.00], [0.00, -0.04, 0.00], [0.00, 0.00, 0.00], [0.00, 0.00, 0.00], [0.00, 0.00, 0.00], [0.00, 0.01, -0.01], [0.00, -0.01, -0.03], [0.00, -0.04, 0.03], [-0.01, 0.01, 0.00], [0.03, -0.03, 0.03], [0.00, -0.01, 0.01], [0.00, -0.01, -0.01], [0.00, 0.01, 0.01], [0.00, 0.01, 0.00]],
  "lowdin_charge": [0.78, -0.09, -0.27, -0.04, -0.21, -0.06, -0.08, -0.07, -0.01, -0.24, -0.05, -0.22, -0.01, -0.08, -0.09, -0.03, -0.19, -0.19, -0.03, -0.10, 0.10, 0.08, 0.02, 0.10, 0.10, 0.09, 0.11, 0.11, 0.11, 0.11, 0.10, 0.11, 0.10, 0.11, 0.09, 0.08, 0.10, 0.14, 0.17, 0.05, -0.64, 0.99, -0.28, -0.21, -0.21, -0.33, 0.10, 0.09, 0.09, 0.12, 0.13, 0.12, 0.05, 0.06, -0.09, -0.24, -0.16, 0.03, -0.78, 0.76, 0.12, -0.40, 0.13, -0.16, -0.01, -0.06, -0.07, -0.07, -0.03, 0.08, 0.08, 0.08, 0.09, 0.11, 0.14, 0.12, 0.12, 0.12, 0.13, 0.11, 0.11, 0.11, 0.09, -0.05, -0.26, -0.01, -0.23, -0.04, -0.22, 0.05, -0.18, -0.21, -0.05, -0.01, 0.07, 0.08, 0.08, 0.12, 0.09, 0.08, 0.04, 0.05, 0.09, 0.08, 0.08, 0.12]
}


# 4
{
  "formula": "C5H8O2",
  "method": "the ωB97M-V functional and the def2-TZVPD basis",
  "largest_force_ha_per_bohr": 0.074,
  "lumo_ev": 0.75,
  "molar_mass_g_mol": 100.1,
  "e_homo_ev": -8.73,
  "e_tot_ev": -9402.360,
  "total_charge": 0,
  "species": ["C", "C", "C", "C", "C", "O", "O", "H", "H", "H", "H", "H", "H", "H", "H"],
  "positions_angstrom": [[-2.0311, 1.3247, -0.3761], [-1.0316, 1.4466, -1.1636], [1.5637, -0.3426, 1.2022], [0.3950, -0.6279, 0.2780], [0.3335, -0.6572, -1.0336], [-0.8613, 1.6551, 0.4813], [-0.3813, -1.5475, -1.7285], [-3.0584, 1.1752, 0.1006], [2.1392, 0.5492, 1.0402], [1.2239, -0.2918, 2.2428], [2.2355, -1.3021, 1.4205], [-0.4308, -1.1169, 0.8001], [-0.4803, 0.8337, 0.9285], [1.0211, -0.0010, -1.7006], [-0.6372, -1.0976, -2.4917]],
  "forces_ev_per_a": [[-2.19, -0.09, 2.70], [0.34, 0.16, -1.94], [0.51, -2.12, 1.42], [0.38, -1.33, 2.14], [3.07, 1.41, -1.75], [-0.57, 0.37, 1.35], [-0.53, -0.81, 1.75], [1.88, 0.24, -1.28], [0.50, 0.19, -0.46], [-0.50, 0.59, -0.11], [-0.92, 1.92, -1.36], [0.14, -0.54, -0.21], [-0.31, 0.50, -1.19], [-0.88, -1.31, 1.34], [-0.91, 0.81, -2.40]],
  "lowdin_charge": [-0.14, 0.06, -0.11, -0.24, -0.31, -0.11, 0.05, 0.14, 0.06, 0.06, 0.12, 0.12, 0.07, 0.16, 0.07]
}


Copy entry 1 word for word.
{
  "formula": "H3NO3",
  "method": "the ωB97M-V functional and the def2-TZVPD basis",
  "largest_force_ha_per_bohr": 0.074,
  "lumo_ev": -1.50,
  "molar_mass_g_mol": 65.0,
  "e_homo_ev": -10.59,
  "e_tot_ev": -7674.308,
  "total_charge": 0,
  "species": ["N", "O", "O", "O", "H", "H", "H"],
  "positions_angstrom": [[-1.1526, -0.2804, 0.0784], [-0.1452, 1.1862, 1.3135], [-0.7630, 0.0821, 1.2508], [1.3301, 0.0366, -0.6881], [1.8608, -0.4077, -1.3517], [-1.5786, -1.2034, 0.2091], [0.4484, 0.5866, -0.8120]],
  "forces_ev_per_a": [[0.30, 0.92, 1.24], [-0.18, 0.12, -0.01], [-0.70, -1.03, -1.41], [-1.58, 1.42, 1.39], [-1.02, 0.58, -0.80], [0.07, 0.01, 0.47], [3.12, -2.02, -0.88]],
  "lowdin_charge": [0.13, -0.04, -0.15, -0.14, 0.03, 0.10, 0.07]
}


Repeat the first record exactly.
{
  "formula": "H3NO3",
  "method": "the ωB97M-V functional and the def2-TZVPD basis",
  "largest_force_ha_per_bohr": 0.074,
  "lumo_ev": -1.50,
  "molar_mass_g_mol": 65.0,
  "e_homo_ev": -10.59,
  "e_tot_ev": -7674.308,
  "total_charge": 0,
  "species": ["N", "O", "O", "O", "H", "H", "H"],
  "positions_angstrom": [[-1.1526, -0.2804, 0.0784], [-0.1452, 1.1862, 1.3135], [-0.7630, 0.0821, 1.2508], [1.3301, 0.0366, -0.6881], [1.8608, -0.4077, -1.3517], [-1.5786, -1.2034, 0.2091], [0.4484, 0.5866, -0.8120]],
  "forces_ev_per_a": [[0.30, 0.92, 1.24], [-0.18, 0.12, -0.01], [-0.70, -1.03, -1.41], [-1.58, 1.42, 1.39], [-1.02, 0.58, -0.80], [0.07, 0.01, 0.47], [3.12, -2.02, -0.88]],
  "lowdin_charge": [0.13, -0.04, -0.15, -0.14, 0.03, 0.10, 0.07]
}